[1]
Entry from OMol25: the molecule C4H5NS2 at a distorted geometry (the ωB97M-V functional and the def2-TZVPD basis).

```
12
Properties=species:S:1:pos:R:3:forces:R:3
H -0.877 1.292 1.066 0.40 -0.47 -2.29
H 1.675 -0.364 -1.452 0.17 -0.57 0.94
C -0.622 0.882 -0.002 3.14 -1.42 2.74
H -3.129 -1.664 1.148 0.05 0.70 -0.41
C 1.647 -0.702 -0.390 2.89 -0.68 -1.70
C 0.772 -0.278 0.424 -5.12 2.66 1.76
H 2.492 -1.256 0.097 -0.77 0.26 -1.05
C 0.261 1.724 -0.784 -1.22 0.31 0.13
S -1.918 -1.540 0.550 -0.08 -0.78 0.00
S -1.996 0.043 -0.788 -0.07 -0.12 0.26
H 0.634 -0.457 1.479 0.42 -0.24 0.00
N 1.061 2.320 -1.347 0.18 0.35 -0.39
```
Positions in Å, forces in eV/Å.

Calculated values
E ... -27386.6562 eV
F_max ... 6.03 eV Å⁻¹
Total charge ... 0
SMILES ... C=C[C@@H](C#N)SS
Relative energy (zero: lowest compared OMol25 entry of this formula, charge and spin) ... 70.6 kcal/mol
Highest occupied orbital energy ... -9.20 eV

[2]
Entry from OMol25: the molecule C17H18N4O2S (the ωB97M-V functional and the def2-TZVPD basis).

```
42
Properties=species:S:1:pos:R:3:forces:R:3
C 3.984 1.354 2.434 0.02 0.01 0.01
H -4.663 -0.286 -2.170 0.12 -0.01 -0.21
O 3.924 2.700 -0.825 0.28 0.09 -0.04
C 2.294 0.814 4.559 -0.02 -0.07 0.11
N -0.887 -1.249 -1.947 0.07 -0.13 -0.35
C 2.649 1.100 -2.013 -0.04 -0.19 -0.30
H -5.441 0.131 -0.572 -0.09 0.10 0.20
H 0.268 1.169 0.957 0.00 0.02 0.05
H 1.633 0.606 5.387 -0.05 -0.02 0.07
H -0.600 -1.052 -2.907 -0.07 0.01 0.20
H 3.362 1.110 -2.823 0.05 0.01 -0.04
S -2.148 -1.592 -4.523 0.12 0.21 -0.60
C -0.584 -0.491 -0.860 -0.23 -0.25 0.04
C -4.671 -3.052 -1.789 0.02 0.07 0.15
C -5.149 -1.912 -0.926 -0.03 -0.25 -0.04
N -4.008 -2.649 -3.006 -0.13 0.03 0.22
H 3.896 -0.375 5.334 0.02 -0.05 0.07
C 0.930 1.145 0.102 -0.60 -0.62 -0.38
C 3.564 0.264 4.529 -0.03 -0.04 0.09
C 2.710 1.909 2.460 -0.06 0.10 0.02
H -3.989 -3.682 -1.202 -0.12 -0.04 -0.06
N 2.005 1.939 0.133 0.08 0.07 -0.31
H 3.034 3.474 1.024 -0.26 -0.09 0.05
C 1.553 0.306 -2.044 0.15 0.24 0.20
C 2.251 2.764 1.308 0.23 0.25 0.37
C -2.799 -2.060 -3.068 0.30 -0.14 -0.13
C 0.643 0.317 -0.953 0.15 0.37 0.39
H 1.336 3.304 1.563 0.07 -0.04 -0.06
H 5.400 0.108 3.439 0.08 -0.03 0.00
C 4.408 0.535 3.465 0.05 -0.02 -0.04
C 1.867 1.630 3.526 0.05 0.07 -0.07
H -4.516 -2.681 -3.875 0.18 0.04 0.04
H -5.578 -2.230 0.014 -0.07 0.05 0.18
H -5.528 -3.672 -2.065 0.15 -0.03 0.03
C 2.951 1.973 -0.908 -0.08 0.01 -0.01
H -2.543 -1.834 -1.014 0.06 0.00 -0.16
C -5.080 -0.632 -1.238 -0.02 0.09 -0.01
O -1.286 -0.541 0.142 -0.07 0.06 0.11
H 4.639 1.571 1.604 0.08 0.04 -0.11
N -2.089 -1.951 -1.919 -0.32 0.10 0.47
H 0.875 2.059 3.556 -0.11 0.06 -0.02
H 1.384 -0.341 -2.891 0.03 -0.06 -0.13
```
Positions in Å, forces in eV/Å.

Calculated values
E ... -38811.6471 eV
F_max ... 0.94 eV Å⁻¹
Total charge ... 0
SMILES ... C=CCNC(=S)NNC(=O)c1ccc(=O)n(Cc2ccccc2)c1
Relative energy (zero: lowest compared OMol25 entry of this formula, charge and spin) ... 39.8 kcal/mol
Highest occupied orbital energy ... -8.49 eV

[3]
Entry from OMol25: a cluster of 4 separate species, C4H10OSi in total at a distorted geometry (the ωB97M-V functional and the def2-TZVPD basis).

```
16
Properties=species:S:1:pos:R:3:forces:R:3
H -0.007 0.584 1.242 -0.78 -1.12 0.15
C -0.444 0.041 -0.854 -0.48 0.63 -0.55
C 0.036 -0.280 0.543 3.02 -0.07 -0.88
H -1.656 -1.924 1.088 1.07 0.73 -0.26
H -3.081 1.464 1.194 0.86 0.68 1.61
H -3.519 1.755 -0.869 -0.19 1.84 -3.03
C -0.821 -1.591 0.407 -1.85 -1.11 -0.65
H 5.982 1.167 -0.107 -2.55 2.53 -2.39
C -1.305 -0.998 -0.923 1.00 1.23 0.37
O -4.166 -0.578 0.242 -0.36 -0.40 -0.53
H -1.938 -1.311 -1.724 -0.33 -0.47 -0.19
H -0.297 -2.528 0.056 0.16 1.01 1.06
H -0.106 0.823 -1.581 -0.51 -0.75 0.75
H 1.168 -0.507 0.493 -1.53 0.13 0.29
Si -3.538 0.787 0.061 -0.08 -2.34 1.87
H 5.411 1.734 -0.641 2.55 -2.53 2.39
```
Positions in Å, forces in eV/Å.

Calculated values
E ... -14230.4960 eV
F_max ... 4.31 eV Å⁻¹
Total charge ... 0
Relative energy (zero: lowest compared OMol25 entry of this formula, charge and spin) ... 118.2 kcal/mol
Highest occupied orbital energy ... -9.60 eV

[4]
Entry from OMol25: a structure of composition C8H10N3PdSbSe5 (the ωB97M-V functional and the def2-TZVPD basis).

```
28
Properties=species:S:1:pos:R:3:forces:R:3
H 2.222 4.408 0.721 0.00 0.01 0.00
Se 1.639 -0.043 2.228 -0.14 0.37 0.45
N 1.427 2.717 -0.245 0.04 0.00 0.02
C 2.352 2.414 -1.326 -0.03 0.00 0.01
H 1.197 3.350 1.727 0.02 -0.01 0.00
C 0.154 2.394 -0.332 -0.03 -0.05 -0.04
H -5.163 -1.130 -1.936 -0.01 0.00 0.00
N -0.970 2.122 -0.424 -0.01 0.06 0.03
H 3.252 1.959 -0.911 0.01 0.00 0.01
C -4.323 -2.803 0.702 0.00 0.04 -0.07
Se 5.378 1.260 1.253 -0.11 -0.13 -0.01
C -3.188 -1.861 -1.553 0.13 -0.05 0.08
C -2.970 -3.030 0.496 -0.04 -0.01 0.01
Sb 3.961 -0.708 1.528 0.07 0.23 -0.36
H -4.797 -3.172 1.607 -0.01 0.00 0.00
H 2.834 2.830 1.294 -0.01 0.01 0.00
Se 2.688 -1.243 -0.633 0.01 -0.12 0.14
H 1.892 1.701 -2.006 0.01 0.01 0.01
N -5.117 -2.143 -0.145 0.05 -0.04 0.05
Pd 0.537 -1.042 0.389 0.26 -0.57 -0.15
H 2.620 3.330 -1.868 0.00 -0.02 -0.01
H -2.775 -1.451 -2.466 0.00 -0.01 0.04
C -2.357 -2.558 -0.665 0.05 0.19 -0.19
C -4.525 -1.681 -1.251 -0.01 -0.05 0.04
H -2.389 -3.568 1.235 0.00 0.01 -0.02
C 1.952 3.369 0.944 -0.01 -0.01 0.01
Se -0.497 -2.852 -1.035 -0.19 0.17 -0.04
Se 4.965 -2.569 2.673 -0.05 -0.04 0.00
```
Positions in Å, forces in eV/Å.

Calculated values
E ... -349681.3135 eV
F_max ... 0.64 eV Å⁻¹
Total charge ... -2
Relative energy (zero: lowest compared OMol25 entry of this formula, charge and spin) ... 15.5 kcal/mol
Highest occupied orbital energy ... -1.83 eV